[1]
{"formula": "C4H36NO14S", "method": "wB97M-V/def2-TZVPD", "total_energy_ha": -1680.13613, "e_above_lowest_kcal_mol": 217.6, "orbital_gap_ev": 8.587, "homo_energy_ha": -0.2224, "total_charge": -1, "species": ["H", "H", "H", "H", "H", "O", "H", "H", "H", "H", "O", "O", "H", "O", "H", "H", "H", "H", "N", "H", "H", "H", "H", "H", "H", "H", "H", "H", "O", "C", "H", "H", "O", "H", "H", "O", "H", "O", "O", "C", "H", "O", "C", "H", "H", "H", "O", "O", "S", "O", "H", "H", "C", "H", "O", "H"], "xyz": [[-0.94, 3.11, 1.21], [-1.63, 0.27, -1.62], [2.23, 3.92, -1.72], [-2.29, 0.15, 0.05], [3.04, 2.85, -0.88], [0.59, 4.03, -2.04], [1.67, 2.00, 0.86], [-1.44, -1.71, -1.63], [0.47, -2.10, 2.78], [0.33, 0.74, 4.44], [-3.79, -3.34, 0.47], [3.09, 3.35, -1.64], [1.75, 1.09, -2.72], [2.22, -1.62, -1.47], [-2.18, 0.65, 2.05], [-2.70, 0.21, 3.34], [-0.57, 0.34, -0.13], [-2.32, -0.02, -3.93], [-1.15, -1.63, -0.57], [-3.15, -2.88, -0.02], [0.09, -0.20, 1.78], [3.03, 1.35, 0.84], [-1.23, 4.47, 0.22], [-3.20, -3.52, 1.23], [-1.63, 3.11, -1.89], [-1.05, -1.65, 2.74], [2.24, -3.01, 1.14], [-0.25, -4.56, -0.39], [-0.56, 1.02, 4.25], [0.99, -2.20, -1.77], [0.59, -1.67, -2.53], [0.39, 4.61, -1.24], [2.81, 2.33, 0.88], [2.40, -0.99, -2.23], [-0.22, 1.31, 1.64], [-1.36, 2.28, -1.57], [-0.42, 1.69, 3.69], [1.66, 1.79, -3.21], [-0.59, 3.79, 0.44], [0.17, -2.23, -0.47], [-1.86, 2.56, 2.93], [0.64, 0.65, 1.68], [0.09, -3.68, 0.00], [0.82, -1.67, 0.25], [-0.62, -3.67, 1.00], [-1.82, 2.30, -0.64], [-2.85, 0.06, 2.36], [-1.28, 2.19, 2.27], [1.76, -4.22, 0.71], [-0.32, -1.99, 2.22], [-1.31, 0.81, -3.33], [1.21, -3.20, -2.14], [-1.48, -0.11, -0.50], [2.23, 2.48, -3.06], [-1.57, -0.05, -3.53], [0.24, 3.11, -1.85]]}

---

[2]
{"formula": "C4H37N2O13", "method": "wB97M-V/def2-TZVPD", "total_energy_ha": -1261.97186, "e_above_lowest_kcal_mol": 52.7, "orbital_gap_ev": 10.325, "homo_energy_ha": -0.4753, "total_charge": 1, "species": ["H", "O", "H", "H", "H", "O", "H", "O", "H", "O", "C", "H", "H", "H", "H", "H", "H", "H", "O", "H", "O", "H", "O", "H", "H", "H", "H", "C", "H", "H", "H", "O", "O", "O", "H", "H", "C", "H", "O", "H", "C", "H", "H", "H", "H", "O", "H", "H", "H", "N", "H", "O", "H", "H", "N", "H"], "xyz": [[-1.90, 4.58, -1.05], [-0.86, 4.38, 1.76], [2.78, -3.27, 0.88], [-1.29, 1.38, -4.06], [2.42, -0.46, -5.83], [-4.36, -0.01, -2.92], [0.81, -4.81, 3.99], [-3.12, 0.14, 1.00], [2.28, -0.57, 2.18], [-1.78, -1.72, -3.54], [2.50, -2.68, 1.81], [2.50, 1.46, 3.24], [-3.14, 4.03, -1.53], [-2.71, -0.76, 2.50], [0.49, 3.09, 4.29], [1.02, 0.93, 3.18], [2.18, -5.35, 2.81], [-2.11, 1.71, 2.26], [0.07, -1.77, -1.06], [-4.62, 0.82, -2.51], [-0.43, 1.10, -4.44], [-1.62, -1.66, -4.50], [3.09, -0.29, -5.16], [0.08, -1.89, -2.02], [1.76, 1.02, 0.79], [0.59, -2.72, 3.11], [0.73, -3.72, 1.69], [1.67, -4.55, 3.36], [-2.49, -0.15, 0.33], [3.85, -0.85, -5.24], [0.80, -0.04, -3.20], [1.01, 3.12, 3.48], [-2.47, 3.81, -0.87], [-1.20, 1.64, 1.95], [2.33, -1.43, -0.75], [-0.84, 3.41, 1.58], [1.31, -3.29, 2.51], [1.83, 0.73, -0.96], [-2.37, -1.64, 2.77], [-0.05, -0.90, -0.70], [2.18, -0.88, 0.16], [-1.20, 0.81, 1.48], [2.53, -4.35, 4.01], [3.41, -2.63, 2.43], [-5.10, -0.33, -3.44], [1.87, 0.93, 2.74], [2.16, 0.42, -3.75], [-3.98, 0.44, 0.68], [-1.57, 4.33, 2.41], [2.14, -1.32, 1.39], [0.51, 3.66, 2.84], [1.68, 0.21, -2.92], [-2.97, -2.21, 2.27], [-2.54, -1.12, -3.50], [1.72, 0.39, -0.01], [-0.16, 2.02, -4.22]]}

---

[3]
{"formula": "C4H37N2O13", "method": "wB97M-V/def2-TZVPD", "total_energy_ha": -1262.03995, "e_above_lowest_kcal_mol": 9.9, "orbital_gap_ev": 10.384, "homo_energy_ha": -0.4658, "total_charge": 1, "species": ["O", "H", "C", "H", "H", "H", "C", "H", "H", "H", "H", "C", "H", "H", "H", "H", "O", "H", "N", "H", "H", "H", "H", "O", "H", "H", "O", "N", "H", "H", "H", "H", "H", "H", "O", "O", "O", "H", "H", "H", "O", "H", "C", "O", "H", "H", "H", "H", "O", "O", "O", "H", "H", "O", "H", "H"], "xyz": [[-0.21, 1.54, -1.61], [1.37, -3.29, 2.30], [-2.31, -2.65, 0.24], [-1.32, 0.93, 1.05], [3.43, 3.68, -1.79], [-0.38, -2.78, 5.51], [-2.95, -2.19, 1.52], [0.33, -1.55, 5.60], [0.32, -2.59, 3.17], [-4.96, -1.28, 1.50], [3.16, 3.22, 1.01], [-3.91, -0.97, 1.49], [-3.65, 0.66, -3.01], [1.24, -1.00, -0.68], [-0.60, 2.25, -2.15], [-3.40, -3.03, 2.07], [-1.64, -1.40, -4.18], [-0.61, 1.69, -0.73], [0.52, -1.15, -1.41], [-1.45, -1.60, -1.93], [-1.69, -2.08, -4.86], [4.47, -0.01, 3.22], [-0.37, -2.05, 0.93], [-2.98, 0.80, -3.68], [-2.85, 4.85, -2.26], [4.37, 1.27, 2.32], [4.89, 0.47, 2.49], [-0.96, -2.05, 0.09], [3.07, 5.20, -1.92], [2.65, -0.44, 0.94], [-1.60, 2.28, 1.50], [-2.37, -0.77, -4.34], [1.29, -0.93, 1.39], [-2.13, -3.75, 0.12], [0.70, -2.60, 2.27], [1.67, -0.22, 0.87], [-2.33, 4.10, -2.56], [-2.29, -1.99, 2.37], [-2.83, 3.56, -3.18], [4.50, -1.65, -0.03], [-0.18, -2.03, 4.92], [4.63, -0.60, 1.26], [-0.67, -1.65, -1.15], [2.17, 0.87, -2.73], [-3.83, -0.50, 0.52], [-2.20, 0.95, -3.12], [1.83, 1.53, -2.11], [-3.72, -0.33, 2.34], [3.45, 4.54, -1.34], [-1.84, 1.70, 0.77], [3.93, 2.78, 1.39], [4.72, 3.32, 1.25], [1.68, 1.20, -3.50], [4.08, -1.22, 0.71], [-2.96, -2.30, -0.57], [0.74, -0.75, -2.31]]}

---

[4]
{"formula": "C4H37O16", "method": "wB97M-V/def2-TZVPD", "total_energy_ha": -1378.30797, "e_above_lowest_kcal_mol": 162.2, "orbital_gap_ev": 9.785, "homo_energy_ha": -0.2709, "total_charge": -1, "species": ["H", "H", "O", "C", "O", "C", "H", "O", "O", "O", "H", "H", "H", "H", "H", "H", "H", "H", "O", "O", "H", "H", "H", "C", "H", "O", "H", "H", "O", "H", "H", "C", "H", "H", "H", "H", "O", "H", "H", "O", "H", "O", "H", "O", "H", "H", "H", "H", "H", "H", "H", "O", "H", "H", "O", "H", "O"], "xyz": [[-0.16, -2.88, 4.47], [-1.20, -0.94, -1.32], [2.00, -1.40, -0.83], [-0.74, 2.99, -2.89], [1.27, 0.37, 2.35], [-1.28, 2.52, -0.30], [1.07, 0.60, 1.47], [0.39, -2.30, 5.02], [2.55, 1.60, -1.60], [-4.71, -2.50, -0.39], [1.80, -0.46, 2.17], [3.19, -1.64, 1.49], [-4.51, -2.42, 0.59], [1.56, 1.59, -1.46], [2.40, -0.66, -0.49], [4.43, -1.27, -0.95], [0.23, -1.44, 4.74], [0.51, 0.66, -0.70], [0.42, -0.22, -2.23], [0.40, 1.09, 0.17], [1.96, -1.76, 0.70], [-2.98, -0.87, -0.25], [0.83, -0.17, -3.10], [0.17, 2.38, 0.18], [-1.20, 3.41, -3.82], [3.02, 2.29, 3.27], [1.57, -3.76, 3.63], [-1.74, 1.55, -0.73], [-3.38, 1.22, -3.59], [-1.07, 4.51, -1.53], [-1.75, 3.05, 0.51], [-1.37, 3.43, -1.54], [-3.28, 1.82, -2.86], [0.96, 2.97, -0.41], [2.65, 2.52, 4.04], [-2.41, -0.10, -2.04], [1.22, -3.98, 2.86], [-2.51, 0.79, -3.49], [-1.79, -1.97, 1.62], [5.18, -0.91, -0.53], [-1.97, -3.55, 1.32], [-2.17, -0.92, -1.45], [2.69, 1.52, -2.47], [-3.33, -0.66, 0.68], [-0.38, 0.88, -2.74], [1.15, -1.13, -1.51], [0.33, 2.70, 1.25], [2.47, 1.63, 2.76], [0.43, 3.16, -2.84], [-3.85, -2.14, -0.80], [-2.53, 3.80, -1.55], [-0.98, 1.71, -3.21], [5.45, -0.19, -1.04], [-4.28, -0.68, 0.35], [-1.60, -2.81, 1.60], [1.10, -3.23, 2.20], [2.25, -1.79, 1.65]]}

---

[5]
{"formula": "C4H38N2O13", "method": "wB97M-V/def2-TZVPD", "total_energy_ha": -1262.76869, "e_above_lowest_kcal_mol": 58.4, "orbital_gap_ev": 8.770, "homo_energy_ha": -0.3169, "species": ["O", "O", "H", "H", "H", "H", "O", "H", "H", "C", "H", "C", "O", "O", "H", "H", "H", "N", "H", "O", "O", "H", "H", "H", "N", "H", "O", "H", "H", "H", "H", "H", "O", "C", "H", "H", "H", "H", "O", "O", "H", "H", "H", "H", "O", "O", "C", "H", "H", "H", "H", "H", "H", "H", "H", "H", "H"], "xyz": [[0.10, 1.43, -2.45], [0.46, 1.06, 4.51], [1.37, -3.17, 0.38], [-4.25, 0.68, 0.07], [-1.22, -1.47, 0.13], [4.54, 1.91, -1.03], [-1.24, 3.67, -1.14], [-1.98, 1.69, 0.37], [-0.69, -1.30, 3.05], [-0.67, -2.47, 0.20], [3.25, 2.81, -0.88], [0.80, -2.46, -0.25], [-0.66, -1.30, 4.02], [3.64, 1.95, -0.69], [-1.27, -2.95, -0.60], [-3.48, 0.71, -2.66], [3.03, -1.34, -1.83], [1.25, -1.07, -0.08], [-2.36, 0.31, -1.72], [-2.28, 2.65, 1.92], [-2.72, 0.13, -2.60], [-0.26, 0.64, -2.92], [-1.63, -0.53, -4.36], [-1.73, -3.24, 1.69], [-0.80, -2.81, 1.61], [-1.86, 3.40, 1.47], [2.06, 4.58, -1.44], [1.31, 1.15, 4.08], [1.07, -2.67, -1.30], [-1.18, -5.43, 0.19], [-0.58, -1.70, -4.05], [2.12, -2.37, 2.42], [3.82, -1.48, -2.35], [2.22, -1.31, 2.25], [0.51, -0.41, 0.12], [-0.22, -3.53, 2.00], [1.28, 4.51, -2.01], [3.29, -1.27, 0.40], [-0.50, -5.32, 0.86], [-4.62, 1.53, -0.17], [-0.72, 2.92, -1.45], [-1.16, 1.61, -0.84], [2.94, -0.90, 2.97], [0.42, -5.26, 0.64], [-1.49, 1.03, -0.17], [-0.73, -0.75, -4.12], [2.40, -0.80, 0.79], [-1.76, 3.82, -1.94], [1.70, 4.98, -0.64], [2.52, 0.29, 0.76], [-4.35, 2.21, 0.45], [0.31, 0.11, 4.71], [-1.61, 2.29, 2.51], [-1.55, -1.31, 4.38], [3.70, -1.02, -3.19], [1.26, -0.88, 2.52], [0.56, 0.95, -1.74]]}

---

[6]
{"formula": "C4H38N3O12", "method": "wB97M-V/def2-TZVPD", "total_energy_ha": -1242.12229, "e_above_lowest_kcal_mol": 0.0, "orbital_gap_ev": 9.179, "homo_energy_ha": -0.4300, "total_charge": 1, "species": ["O", "N", "H", "O", "O", "C", "H", "H", "H", "H", "H", "O", "O", "H", "H", "H", "H", "O", "O", "H", "H", "H", "H", "H", "O", "N", "H", "H", "H", "H", "H", "H", "H", "H", "H", "H", "H", "H", "C", "H", "H", "N", "H", "C", "H", "H", "O", "C", "H", "H", "H", "H", "H", "O", "H", "O", "O"], "xyz": [[-3.59, 1.19, -0.78], [-3.19, -1.28, 1.30], [-2.00, 3.93, -0.47], [-1.26, 3.70, -1.04], [2.40, 3.94, 0.50], [-2.24, -2.75, -0.35], [4.01, -0.69, -0.93], [1.26, 1.78, -2.09], [-4.15, 0.43, -0.95], [-1.84, -0.80, -1.29], [2.59, 3.12, 0.98], [2.20, 1.90, -1.91], [2.92, 1.37, 1.43], [2.81, 0.27, -1.33], [0.05, -1.06, 0.23], [2.88, -1.26, 3.53], [2.57, -3.02, 1.32], [2.01, -2.45, 0.78], [2.75, -2.21, 3.42], [0.57, -2.58, -0.28], [2.99, 0.99, 0.54], [-1.07, 2.54, -2.96], [-2.25, -2.30, -2.99], [-0.87, -3.39, -2.41], [-0.63, 1.50, 0.62], [-0.15, -1.59, -3.24], [-0.90, 1.89, 3.15], [3.65, 1.43, 2.05], [-0.23, -0.59, -3.30], [1.85, -2.43, 3.16], [-3.52, -1.27, 2.27], [-3.05, -3.33, 1.55], [-2.73, -0.40, 1.01], [-0.74, 1.70, -0.31], [-4.15, 1.96, -0.65], [1.49, 4.15, 0.74], [2.34, 2.58, -1.24], [-1.42, -2.47, 1.72], [-1.21, -2.35, -2.59], [-0.09, 2.36, -4.18], [-0.32, 0.16, 2.17], [0.06, -1.74, -0.56], [-1.27, 1.59, 1.33], [-1.33, -1.77, -1.13], [-0.91, 0.79, 4.27], [-0.78, 4.53, -1.17], [3.14, -0.36, -0.66], [-2.40, -2.48, 1.13], [-3.27, -2.82, -0.76], [0.62, -1.42, -1.40], [-1.75, -3.74, -0.30], [2.57, -1.81, 0.33], [-0.02, -1.91, -4.21], [-1.24, 1.02, 3.39], [1.20, -0.30, 1.86], [0.27, -0.57, 1.94], [-0.24, 2.14, -3.26]]}

---

[7]
{"formula": "C4H38N3O13", "method": "wB97M-V/def2-TZVPD", "total_energy_ha": -1317.35738, "e_above_lowest_kcal_mol": 47.4, "orbital_gap_ev": 8.899, "homo_energy_ha": -0.4113, "total_charge": 1, "species": ["O", "O", "H", "H", "O", "C", "H", "H", "O", "H", "C", "O", "H", "H", "C", "O", "O", "H", "H", "H", "H", "H", "H", "H", "H", "H", "N", "H", "N", "H", "O", "H", "H", "C", "H", "H", "H", "H", "H", "H", "O", "H", "H", "N", "H", "H", "O", "H", "O", "O", "H", "H", "H", "H", "O", "H", "H", "H"], "xyz": [[-1.05, -2.62, 3.27], [2.59, 2.48, -2.28], [0.46, -1.88, 0.26], [0.00, 4.56, -2.01], [1.76, 0.60, -3.86], [-1.74, 1.49, -2.90], [4.11, -1.96, -0.09], [-2.76, 1.17, -3.08], [-4.04, -0.21, -0.02], [3.07, -3.81, 1.16], [-1.28, -0.55, -0.26], [0.76, 2.27, 2.77], [2.10, -0.09, -4.45], [1.51, 0.26, 1.25], [0.16, -0.84, 0.15], [-1.57, 1.28, 2.68], [0.66, 4.26, -1.42], [-2.49, 0.98, 2.79], [0.47, -4.67, 1.97], [2.59, 3.29, -2.80], [1.50, 2.70, 3.22], [-0.83, -1.61, -2.10], [1.84, -3.47, 0.43], [3.59, 0.08, 2.86], [-0.37, 2.88, -2.98], [0.49, 3.32, -1.25], [-1.36, 2.67, -3.12], [-4.81, 0.17, 0.39], [-0.94, 0.48, -2.43], [-4.00, -0.33, -0.99], [4.32, -1.03, -0.13], [-2.67, -5.06, -0.51], [-0.96, -2.43, 4.22], [-1.39, -0.73, -1.79], [0.05, 2.42, 3.41], [-2.05, 4.23, 1.18], [0.67, -0.75, 2.18], [-1.87, -1.24, 0.34], [-0.16, 0.50, 1.70], [-1.89, -2.99, 3.07], [-2.58, 3.62, 1.65], [3.53, 2.41, -2.05], [0.81, -0.50, -0.66], [0.60, -0.14, 1.40], [-1.65, 0.42, 0.04], [-3.48, 3.67, 1.34], [3.23, -0.43, 2.14], [-2.43, -0.93, -2.02], [2.77, -3.20, 0.49], [-2.38, -4.52, 0.24], [2.46, 1.26, -3.80], [3.81, -0.40, 1.34], [-1.53, 2.13, 2.19], [-0.69, -4.47, 0.82], [0.17, -4.20, 1.17], [-2.36, -3.61, -0.05], [4.52, -0.78, -1.04], [0.05, 0.64, -2.32]]}

---

[8]
{"formula": "C4H38NO13S", "method": "wB97M-V/def2-TZVPD", "total_energy_ha": -1606.01975, "e_above_lowest_kcal_mol": 37.5, "orbital_gap_ev": 9.193, "homo_energy_ha": -0.4251, "total_charge": 1, "species": ["H", "H", "H", "H", "H", "O", "H", "O", "H", "O", "H", "O", "C", "O", "H", "H", "H", "H", "H", "H", "H", "H", "H", "H", "H", "H", "H", "H", "H", "H", "H", "H", "N", "C", "H", "O", "O", "H", "O", "O", "C", "O", "H", "O", "H", "H", "C", "H", "H", "O", "H", "H", "S", "H", "H", "O", "H"], "xyz": [[-3.76, 2.96, -1.20], [2.33, 3.81, 1.43], [-0.29, 1.88, -1.47], [-3.20, 4.47, -2.00], [-0.92, 4.12, -1.29], [1.29, -3.92, 3.62], [-1.88, 2.56, 1.16], [-0.63, 0.53, 2.07], [1.31, -0.47, 1.23], [-3.36, 0.56, 3.85], [-3.38, 4.58, -0.44], [0.93, 0.97, -2.66], [-1.65, 3.40, -0.90], [1.97, -3.98, 0.86], [0.33, -4.04, 3.70], [-1.84, 4.15, -4.10], [-1.41, 2.05, -2.54], [2.12, -1.68, 0.65], [1.22, -3.93, 1.46], [2.31, -4.80, 1.25], [0.40, 1.84, 0.65], [-2.55, 0.20, 4.23], [1.19, -3.02, 3.25], [3.50, -0.68, -1.73], [-2.78, -3.84, 3.58], [-0.48, -2.14, 1.14], [3.13, -3.08, -2.40], [4.49, -2.96, -1.60], [1.21, -4.06, -3.46], [0.24, 2.63, 1.95], [1.72, 0.58, -2.19], [3.21, 0.57, -0.73], [-1.30, 2.08, -1.51], [-1.30, 3.30, 0.59], [-1.80, 1.30, -1.09], [-0.34, -3.96, -1.30], [2.84, -0.14, -1.26], [-1.52, 4.23, 1.10], [1.43, -1.42, 1.27], [-1.90, 3.20, -3.99], [0.12, 2.87, 0.90], [-2.88, -3.61, 2.66], [-3.82, -3.69, 2.45], [2.04, -3.85, -3.01], [-2.14, 2.93, -4.89], [-1.28, 0.43, 2.78], [-3.08, 3.80, -1.14], [-2.00, -2.04, 0.88], [-3.62, 1.31, 4.38], [-1.13, -1.72, 0.57], [0.44, -4.36, -0.88], [1.22, 1.07, -3.56], [1.34, 4.23, 0.66], [-0.32, -3.03, -1.04], [-0.96, -0.15, 1.45], [3.71, -2.49, -1.90], [1.64, -3.32, -2.31]]}